{"formula": "C47H112N8O8", "method": "the ωB97M-V functional and the def2-TZVPD basis", "species": ["C", "C", "C", "O", "C", "N", "H", "H", "H", "H", "H", "H", "H", "H", "H", "H", "H", "C", "C", "C", "O", "C", "N", "H", "H", "H", "H", "H", "H", "H", "H", "H", "H", "H", "C", "C", "C", "O", "C", "N", "H", "H", "H", "H", "H", "H", "H", "H", "H", "H", "H", "C", "C", "C", "O", "C", "N", "H", "H", "H", "H", "H", "H", "H", "H", "H", "H", "H", "C", "C", "C", "O", "C", "N", "H", "H", "H", "H", "H", "H", "H", "H", "H", "H", "H", "C", "C", "C", "C", "C", "C", "N", "O", "C", "C", "C", "H", "H", "H", "H", "H", "H", "H", "H", "H", "H", "H", "H", "H", "H", "H", "H", "H", "H", "H", "C", "C", "C", "C", "C", "C", "N", "O", "C", "C", "C", "H", "H", "H", "H", "H", "H", "H", "H", "H", "H", "H", "H", "H", "H", "H", "H", "H", "H", "H", "C", "C", "C", "C", "C", "C", "N", "O", "C", "C", "C", "H", "H", "H", "H", "H", "H", "H", "H", "H", "H", "H", "H", "H", "H", "H", "H", "H", "H", "H"], "positions_angstrom": [[3.343, 1.690, 0.553], [4.638, 2.354, 0.325], [5.456, 2.109, 1.577], [6.715, 2.698, 1.326], [7.662, 2.470, 2.367], [5.325, 1.796, -0.797], [3.496, 0.649, 0.822], [2.655, 1.757, -0.319], [2.850, 2.124, 1.437], [4.405, 3.435, 0.213], [5.477, 1.037, 1.659], [4.978, 2.638, 2.439], [8.560, 3.130, 2.258], [7.987, 1.454, 2.159], [7.172, 2.566, 3.342], [6.302, 2.081, -0.843], [4.932, 2.056, -1.687], [4.897, -0.737, 4.786], [4.539, -1.826, 3.820], [3.100, -1.560, 3.343], [2.221, -1.352, 4.404], [0.865, -1.613, 4.064], [5.406, -1.905, 2.659], [5.830, -0.932, 5.341], [4.073, -0.580, 5.496], [4.973, 0.191, 4.269], [4.444, -2.779, 4.355], [2.696, -2.423, 2.776], [3.110, -0.722, 2.613], [0.333, -1.687, 5.038], [0.807, -2.606, 3.597], [0.370, -0.841, 3.408], [5.548, -2.880, 2.340], [6.268, -1.368, 2.726], [-5.369, -4.968, -0.524], [-4.110, -4.840, -1.315], [-2.836, -5.318, -0.637], [-2.553, -4.569, 0.567], [-1.259, -4.948, 1.048], [-4.287, -5.824, -2.418], [-6.315, -4.744, -1.039], [-5.238, -4.227, 0.272], [-5.476, -5.971, -0.072], [-4.041, -3.809, -1.669], [-1.995, -5.234, -1.301], [-2.943, -6.393, -0.424], [-0.479, -4.864, 0.256], [-1.252, -5.988, 1.346], [-0.939, -4.285, 1.840], [-5.138, -5.599, -2.954], [-3.426, -5.827, -2.995], [-0.099, -0.255, -0.489], [1.004, -1.130, -1.069], [1.640, -2.098, -0.050], [2.391, -3.108, -0.676], [3.722, -2.767, -1.079], [0.443, -1.846, -2.220], [-0.310, 0.588, -1.161], [0.234, 0.243, 0.452], [-1.011, -0.844, -0.238], [1.823, -0.424, -1.416], [0.766, -2.572, 0.430], [2.169, -1.656, 0.765], [3.695, -2.066, -1.917], [4.012, -3.752, -1.437], [4.289, -2.286, -0.299], [-0.530, -1.706, -2.432], [0.739, -2.789, -2.357], [1.179, -8.939, -5.675], [1.329, -7.578, -5.047], [1.615, -7.798, -3.551], [1.715, -6.611, -2.776], [2.068, -6.780, -1.444], [2.372, -6.723, -5.623], [2.019, -9.587, -5.450], [0.948, -8.716, -6.718], [0.274, -9.369, -5.242], [0.381, -7.014, -5.116], [2.521, -8.427, -3.437], [0.798, -8.401, -3.126], [2.121, -5.761, -1.020], [3.039, -7.325, -1.114], [1.235, -7.290, -0.844], [1.939, -6.232, -6.394], [3.113, -7.259, -6.056], [2.880, 2.799, -5.085], [1.555, 3.481, -4.926], [0.970, 3.950, -6.242], [-0.489, 4.275, -6.283], [-1.321, 3.089, -5.770], [-0.891, 2.634, -4.402], [0.580, 2.434, -4.438], [0.957, 2.011, -3.082], [-1.437, 3.529, -3.311], [-1.391, 1.204, -4.194], [1.730, 4.659, -4.052], [3.330, 2.553, -4.120], [3.555, 3.526, -5.534], [2.795, 1.930, -5.747], [1.602, 4.831, -6.507], [1.213, 3.213, -7.014], [-0.814, 4.391, -7.340], [-0.694, 5.257, -5.813], [-1.049, 2.230, -6.403], [-2.419, 3.109, -5.856], [-1.107, 3.163, -2.334], [-1.070, 4.573, -3.415], [-2.508, 3.521, -3.299], [-1.223, 0.832, -3.163], [-2.499, 1.139, -4.384], [-0.917, 0.547, -4.917], [0.808, 5.236, -4.142], [2.583, 5.240, -4.386], [1.816, 4.370, -3.022], [1.062, 1.045, -3.163], [-3.853, 0.572, 5.173], [-5.001, 0.449, 4.133], [-5.136, 1.650, 3.090], [-4.283, 1.378, 1.778], [-3.303, 0.243, 1.870], [-3.922, -1.071, 2.312], [-5.022, -0.758, 3.293], [-5.055, -1.920, 4.170], [-4.593, -1.661, 1.071], [-2.846, -1.987, 2.829], [-6.304, 0.490, 4.971], [-3.864, 1.463, 5.805], [-3.941, -0.300, 5.824], [-2.863, 0.469, 4.740], [-6.186, 1.843, 2.802], [-4.800, 2.561, 3.614], [-4.888, 1.192, 0.865], [-3.683, 2.227, 1.537], [-2.556, 0.615, 2.615], [-2.744, 0.091, 0.971], [-5.073, -2.606, 1.373], [-3.811, -2.030, 0.390], [-5.320, -0.980, 0.555], [-2.317, -1.550, 3.668], [-2.055, -2.071, 2.073], [-3.171, -2.964, 3.156], [-6.587, 1.571, 5.095], [-7.103, 0.020, 4.396], [-6.215, 0.118, 5.969], [-6.005, -2.100, 4.249], [1.083, 4.398, 0.082], [0.196, 4.367, 1.353], [1.036, 5.049, 2.446], [0.229, 5.285, 3.718], [-0.961, 6.145, 3.306], [-1.860, 5.440, 2.320], [-1.039, 5.120, 1.141], [-1.884, 4.373, 0.148], [-2.636, 4.296, 2.964], [-2.927, 6.398, 1.799], [0.081, 2.898, 1.719], [0.795, 3.722, -0.706], [2.081, 4.191, 0.426], [1.069, 5.400, -0.373], [1.890, 4.364, 2.607], [1.477, 5.983, 2.045], [0.857, 5.887, 4.393], [-0.139, 4.383, 4.204], [-0.556, 7.038, 2.842], [-1.638, 6.359, 4.185], [-3.091, 3.660, 2.191], [-1.949, 3.690, 3.513], [-3.412, 4.582, 3.663], [-3.678, 5.980, 1.130], [-3.448, 6.755, 2.704], [-2.506, 7.307, 1.341], [-0.431, 2.334, 0.909], [-0.431, 2.695, 2.676], [1.067, 2.550, 1.853], [-1.798, 4.887, -0.661]], "lumo_ev": 0.64, "max_force_ha_per_bohr": 0.0490, "e_homo_ha": -0.310, "e_above_lowest_kj_mol": 187.3, "orbital_gap_ev": 9.09}